No. 1
Here is a cluster of 3 separate species, C6H14O2 in total from OMol25. Energies are from ωB97M-V with the def2-TZVPD basis set.

The value obtained for the HOMO-LUMO gap is 9.232 eV. Its calculated total energy is -387.42237 a.u. The value obtained for the LUMO energy is 0.563 eV. The SMILES is C=C(C)/C=C/C.O.O. The value obtained for the strongest force on any atom is 2.334 eV/Å.

The geometry in XYZ format:
```
22
Properties=species:S:1:pos:R:3:forces:R:3:nbo_charge:R:1
C -2.276163 -3.245108 0.748763 -1.5 0.0 1.6 -0.41
C -1.169957 -2.578180 0.469379 0.8 -1.5 -0.9 -0.01
C -0.040773 -3.358217 -0.214082 -1.1 0.9 -1.3 -0.64
C -0.911626 -1.140933 0.638123 -0.7 -1.3 -1.0 -0.24
C -1.845705 -0.240669 0.353987 0.8 1.5 0.9 -0.14
C -1.546188 1.229885 0.505716 0.8 0.2 -0.5 -0.65
H -2.450166 -4.315171 0.702102 0.7 0.0 -0.7 0.20
H -3.113997 -2.828893 1.314584 0.3 0.6 -0.3 0.19
H 0.015804 -3.024626 -1.268930 0.3 0.6 0.4 0.21
H 0.900003 -3.147400 0.272482 0.4 -0.5 0.0 0.21
H -0.313488 -4.388960 -0.436062 0.3 -0.3 1.0 0.22
H 0.154045 -0.949878 0.726714 -0.2 0.7 0.4 0.20
H -2.873137 -0.465940 0.104388 0.0 -0.5 0.0 0.21
H -2.147599 1.693443 1.289567 -0.2 0.1 -0.2 0.22
H -1.614740 1.776358 -0.442632 -0.7 0.0 0.1 0.22
H -0.495460 1.412588 0.755739 -0.1 -0.4 0.3 0.21
O 2.506138 5.183275 -1.721974 -0.1 0.4 -1.4 -0.97
H 2.597395 4.410599 -1.174452 0.2 -0.1 0.7 0.49
H 2.434472 6.012542 -1.251988 0.0 -0.3 0.6 0.47
O 3.796980 2.633729 -0.634393 -2.0 -0.1 -1.1 -0.97
H 4.646001 2.648470 -1.042668 1.1 0.1 0.4 0.49
H 3.748163 2.683089 0.305637 0.9 0.0 0.8 0.48
```
Forces are in eV/Å.



No. 2
Here is a cluster of 2 separate species, C6H14O2 in total from OMol25. Energies are from ωB97M-V with the def2-TZVPD basis set.

The value obtained for the HOMO-LUMO gap is 9.822 eV. Its calculated total energy is -387.37284 a.u. The value obtained for the LUMO energy is 0.588 eV. The SMILES is C=CCCCCO.O. The value obtained for the strongest force on any atom is 7.348 eV/Å.

The geometry in XYZ format:
```
22
Properties=species:S:1:pos:R:3:forces:R:3:nbo_charge:R:1
C 2.199842 0.887700 -1.328529 -1.4 -3.4 2.3 -0.39
C 1.532432 -0.178708 -0.825085 -0.2 1.5 -3.7 -0.15
C 1.363516 -0.430503 0.599220 1.1 2.6 1.4 -0.46
C 0.095777 0.305143 1.087590 -1.6 -2.7 -1.1 -0.37
C -1.214429 -0.346716 0.257764 1.3 3.2 0.6 -0.46
C -1.512206 -1.795263 0.250669 1.1 -1.2 -0.7 -0.07
O -1.957846 -2.283179 1.491851 -5.0 0.4 -4.9 -0.73
H 2.845318 1.390221 -0.739982 1.9 1.7 2.7 0.17
H 2.319473 1.290746 -2.244878 -0.6 0.3 -3.6 0.19
H 0.881335 -0.649960 -1.594890 0.4 -0.2 0.9 0.19
H 2.215039 0.129753 1.082550 -0.5 -0.8 -0.2 0.21
H 1.413246 -1.436028 0.947189 -0.1 -0.9 0.0 0.21
H 0.174452 1.377708 1.011180 -0.1 0.2 -0.9 0.23
H 0.037769 0.167314 2.145246 -0.4 -0.6 0.9 0.19
H -1.128341 0.132739 -0.711075 0.5 -0.8 -0.7 0.24
H -2.093070 0.183073 0.513141 -1.1 0.6 1.3 0.20
H -0.596410 -2.269587 -0.219814 -0.8 -0.4 0.9 0.15
H -2.376703 -2.136546 -0.349547 0.6 0.9 -0.4 0.20
H -1.437642 -2.404403 2.166840 5.1 -0.6 5.2 0.46
O -0.716705 2.412479 -0.999317 -2.8 -0.7 4.2 -0.93
H -1.563740 2.881384 -0.757442 1.4 -0.8 -0.3 0.47
H -0.481101 2.772634 -1.782687 1.3 1.8 -4.0 0.46
```
Forces are in eV/Å.



No. 3
Here is a cluster of 3 separate species, C6H14O2 in total from OMol25. Energies are from ωB97M-V with the def2-TZVPD basis set.

The value obtained for the HOMO-LUMO gap is 9.499 eV. Its calculated total energy is -387.36300 a.u. The value obtained for the LUMO energy is 0.467 eV. The SMILES is C=CC/C=C/C.O.O. The value obtained for the strongest force on any atom is 3.861 eV/Å.

The geometry in XYZ format:
```
22
Properties=species:S:1:pos:R:3:forces:R:3:nbo_charge:R:1
C -2.149556 0.046692 1.774844 -2.7 0.1 0.4 -0.43
C -1.888996 1.189060 1.152406 1.8 1.3 -1.7 -0.17
C -0.405516 1.701085 0.929231 -1.4 1.1 -0.6 -0.49
C 0.574533 0.693331 0.447279 -0.1 -2.9 0.3 -0.20
C 1.791200 0.505666 0.951113 0.8 1.7 1.2 -0.19
C 2.854342 -0.345910 0.390890 -0.4 -3.4 -0.3 -0.63
H -3.280311 -0.370961 2.033932 3.4 1.1 -0.8 0.22
H -1.234320 -0.408547 2.134903 -0.4 -0.8 0.3 0.21
H -2.439188 1.977711 0.624894 -1.2 -0.9 0.7 0.21
H -0.263224 2.270558 1.861958 1.1 -0.6 0.0 0.23
H -0.317798 2.564117 0.169201 -0.9 -1.2 0.8 0.21
H 0.201503 -0.199269 -0.248030 0.6 2.5 1.0 0.21
H 2.186160 1.125719 1.817232 -0.9 -0.3 -1.1 0.19
H 3.559432 -0.761314 1.208949 -1.2 0.4 -1.4 0.22
H 3.467251 0.181844 -0.325259 0.2 0.3 -0.2 0.22
H 2.321571 -1.233353 -0.227355 1.5 1.7 1.4 0.19
O 0.089519 -3.135924 -1.881869 -3.5 -0.1 -1.7 -0.93
H 0.537584 -2.417088 -1.463530 0.1 1.0 0.3 0.47
H -0.833447 -2.778117 -2.242053 3.4 -1.0 1.5 0.46
O -1.266260 -0.146757 -2.856050 2.1 -0.8 1.3 -0.92
H -1.809920 0.502387 -3.211580 -1.5 1.9 -1.0 0.47
H -1.694559 -0.960930 -3.041107 -0.6 -1.0 -0.3 0.46
```
Forces are in eV/Å.



No. 4
Here is a cluster of 2 separate species, C6H14O2S2Si in total from OMol25. Energies are from ωB97M-V with the def2-TZVPD basis set.

The value obtained for the HOMO-LUMO gap (alpha / beta) is 7.274 / 7.280 eV. Its calculated total energy is -1473.23483 a.u. The value obtained for the LUMO energy (alpha / beta) is -0.539 / -0.535 eV. The value obtained for the strongest force on any atom is 5.149 eV/Å.

The geometry in XYZ format:
```
25
Properties=species:S:1:pos:R:3:forces:R:3:nbo_charge:R:1
C 0.077335 1.596901 -1.163209 -1.4 0.5 -0.5 -0.54
C -2.270827 -0.169917 -0.098553 -3.5 -3.5 -1.5 -0.73
C 2.511287 -0.133421 1.177774 0.0 -0.3 -1.5 -0.23
C -1.270763 -3.803605 1.245269 -1.9 0.6 -2.0 -0.23
C 1.291135 4.126997 -1.915252 0.0 0.9 1.3 -0.78
C -1.057456 -0.302233 0.537789 2.1 3.1 2.3 -0.47
O 1.655987 -1.277909 1.267110 0.7 0.5 -0.1 -0.90
O -0.253232 -2.905325 1.388010 0.5 -0.9 3.4 -0.91
Si 0.280331 -1.721543 0.538439 -0.1 3.1 -1.1 1.96
S -1.341107 1.991975 -1.943083 1.4 -0.2 0.8 0.00
S 1.513926 2.474808 -1.142479 0.2 -0.1 0.5 0.37
H -2.739119 -1.153193 -0.624619 1.4 2.1 0.8 0.21
H -2.109070 0.632055 -0.935994 0.2 0.4 -0.8 0.27
H -3.165639 0.264762 0.391444 0.9 0.2 0.2 0.25
H 3.056259 -0.012989 2.078296 0.5 -0.3 1.1 0.18
H 1.927102 0.771506 1.063868 -0.1 0.2 -0.3 0.18
H 3.288237 -0.200161 0.349690 -1.2 -0.1 0.7 0.18
H -1.385737 -3.759502 0.135368 -0.7 -1.4 0.5 0.17
H -2.262979 -3.446648 1.659666 1.2 -0.3 -0.1 0.17
H -1.006373 -4.775018 1.642889 0.0 -0.2 -0.1 0.19
H 0.622409 4.757252 -1.204978 0.6 -1.2 -1.8 0.24
H 0.979340 3.899422 -2.927641 -0.6 0.6 0.0 0.24
H 2.254651 4.706054 -1.965086 -0.6 -1.0 0.2 0.24
H -0.968730 0.687087 1.250506 0.4 -2.7 -1.3 0.23
H 0.373032 -2.247357 -0.805222 0.2 0.0 -0.7 -0.26
```
Forces are in eV/Å.



No. 5
Here is a cluster of 3 separate species, C6H14O3 in total from OMol25. Energies are from ωB97M-V with the def2-TZVPD basis set.

The value obtained for the HOMO-LUMO gap (alpha / beta) is 3.485 / 6.829 eV. Its calculated total energy is -462.66607 a.u. The multiplicity is 2. The total charge is -1. The value obtained for the LUMO energy (alpha / beta) is 3.402 / 3.389 eV. As for the expectation value of S²: 0.7534. The value obtained for the strongest force on any atom is 1.540 eV/Å.

The geometry in XYZ format:
```
23
Properties=species:S:1:pos:R:3:forces:R:3:mulliken_spin:R:1
O -1.213628 -2.903436 -0.697958 0.3 0.0 0.1 0.06
C -1.774445 -1.752225 -0.851932 -0.5 0.3 0.0 0.87
C -1.916908 -0.787332 0.316611 1.2 -0.3 -0.1 -0.13
C -1.623205 0.637222 -0.100527 -0.7 0.9 -1.0 0.07
C -0.286347 0.945654 -0.713384 0.7 -0.8 0.4 0.04
C 0.728746 0.080548 -0.735961 -0.2 -0.1 -0.8 -0.05
C 2.152342 0.417691 -1.088102 0.1 -0.1 0.0 0.02
H -1.794370 -1.236716 -1.828937 0.1 -0.2 -0.1 0.00
H -2.867230 -0.866783 0.829604 -0.5 0.2 0.2 0.03
H -1.153602 -1.077745 1.046639 0.0 -0.2 0.3 0.10
H -2.391920 0.893456 -0.835379 -0.1 0.2 -0.3 0.01
H -1.747348 1.420483 0.655517 -0.2 -0.3 0.5 -0.05
H -0.087727 1.964318 -1.041981 -0.2 0.2 0.1 0.00
H 0.485807 -0.971744 -0.632865 0.1 0.0 0.4 -0.01
H 2.635235 0.857052 -0.216364 0.2 0.3 0.0 0.00
H 2.228597 1.101703 -1.939150 0.0 0.1 0.1 0.00
H 2.753467 -0.463368 -1.320241 -0.2 -0.1 -0.1 0.00
H 0.811028 -1.909565 1.098207 0.1 0.1 0.0 0.01
H 0.689429 -2.322241 2.516518 0.2 0.1 0.1 -0.01
O 1.243790 -1.763402 1.955869 -0.3 -0.4 0.0 0.03
H 1.255379 3.257284 0.839152 0.0 -0.2 -0.2 0.00
H 0.857179 1.800580 1.179560 0.0 0.3 -0.1 0.01
O 1.015730 2.678568 1.565105 0.0 -0.1 0.4 0.00
```
Forces are in eV/Å.



In the order shown, the computed ΔE to the lowest compared entry with this formula, charge and spin values come out to 223.5; 353.6; 379.4; 340.8; 0.0 kJ/mol.